238
Properties=species:S:1:pos:R:3:forces:R:3:mulliken_charge:R:1 method="wB97M-V/def2-TZVPD" homo_ev=-8.59 homo_lumo_gap_ev=8.828 total_charge=0 total_energy_ev=-125147.636
C -5.789 3.534 5.799 -0.8 -1.3 -1.8 -0.59
C -4.806 2.429 5.269 0.3 2.2 0.5 0.00
O -3.608 2.617 6.011 0.2 -0.7 0.5 -0.38
O -6.129 3.357 7.126 -0.1 -0.1 1.1 -0.52
H -6.724 3.428 5.250 -0.2 -0.1 -0.2 0.36
H -5.499 4.568 5.614 0.8 -0.1 -0.2 0.27
H -4.535 2.608 4.229 -0.5 0.0 -0.4 0.08
H -5.169 1.405 5.361 -0.1 0.2 0.4 0.30
H -3.087 3.262 5.527 0.4 0.0 -0.1 0.25
H -5.399 3.674 7.663 0.1 -0.2 0.1 0.32
C -1.159 -2.672 -4.965 1.1 -1.3 -0.9 0.09
C -1.822 -3.926 -4.269 0.6 2.5 -0.3 -0.22
O -3.109 -3.465 -3.811 0.2 -0.5 -0.4 -0.55
O -1.571 -2.390 -6.296 0.3 -0.5 0.8 -0.69
H -0.095 -2.870 -5.097 0.2 -0.5 0.3 0.52
H -1.090 -1.775 -4.350 -0.8 0.0 0.5 -0.33
H -1.182 -4.147 -3.415 0.0 -0.2 0.2 -0.08
H -1.836 -4.789 -4.935 -0.4 0.2 -0.1 0.42
H -3.697 -4.211 -3.669 -0.1 -0.1 0.1 0.25
H -2.399 -1.906 -6.257 -0.5 0.2 -0.2 0.54
C -4.162 0.107 -5.588 1.1 0.2 -0.7 -0.63
C -3.195 0.230 -4.353 -2.3 -0.5 -0.9 -0.31
O -3.596 -0.678 -3.312 0.7 1.2 -0.5 0.22
O -3.788 -1.022 -6.428 -0.9 0.3 0.7 -0.55
H -4.058 0.955 -6.266 0.2 0.5 0.3 0.39
H -5.236 0.030 -5.419 0.2 0.0 0.8 0.07
H -3.288 1.258 -4.003 0.1 -0.1 0.3 0.55
H -2.189 0.057 -4.735 0.2 -0.1 0.2 0.05
H -3.421 -1.563 -3.639 0.1 -0.7 0.0 -0.23
H -4.611 -1.508 -6.523 0.2 -0.5 -0.3 0.31
C 2.943 1.521 4.915 -0.2 -1.4 0.9 0.97
C 4.212 2.352 4.979 -0.5 0.8 -0.3 -0.19
O 3.865 3.684 5.349 0.0 0.0 0.7 -0.68
O 2.286 1.264 6.186 1.5 1.6 -0.6 -0.78
H 3.127 0.518 4.530 0.6 -0.1 -0.4 -0.27
H 2.264 1.976 4.194 -0.2 0.5 0.0 -0.34
H 4.634 2.444 3.978 -0.1 -0.5 -0.4 0.01
H 5.039 1.986 5.588 -0.4 -0.3 0.5 0.34
H 4.170 4.259 4.643 0.0 0.0 -0.2 0.55
H 1.495 0.773 5.949 -0.7 -0.8 0.0 0.46
C 1.718 -0.126 -4.733 0.9 0.0 0.0 -0.52
O 1.634 -0.977 -3.629 0.5 -1.4 -0.6 -0.62
H 0.822 -0.115 -5.354 -0.3 0.3 0.1 0.21
H 2.061 0.858 -4.414 -0.5 0.5 -0.1 -0.02
H 2.536 -0.469 -5.366 0.0 -0.3 -0.1 0.32
H 1.144 -0.550 -2.923 -0.5 0.8 0.7 0.23
C -0.378 4.199 3.785 -0.8 1.8 -0.4 -0.37
O -1.551 4.162 4.615 0.1 -0.8 0.3 -0.50
H -0.470 5.188 3.336 0.5 0.1 -0.5 0.40
H 0.572 4.213 4.319 -0.1 -0.8 0.1 0.40
H -0.480 3.513 2.944 0.2 -0.4 0.5 -0.18
H -1.573 4.983 5.112 0.1 0.0 0.1 0.27
C 6.029 -1.139 4.446 0.0 -0.1 -0.3 -0.70
O 4.829 -1.712 3.926 0.6 0.5 0.5 -0.25
H 5.883 -0.919 5.503 0.0 0.1 -0.2 0.26
H 6.913 -1.763 4.317 -0.1 -0.7 0.3 0.34
H 6.355 -0.260 3.889 -0.5 0.6 0.1 0.23
H 5.087 -2.226 3.157 -0.1 -0.5 -0.4 0.34
C 0.901 3.714 -3.802 -0.9 -0.1 0.5 -0.53
O -0.235 2.806 -3.604 1.1 0.8 -0.3 -0.38
H 1.585 3.397 -4.589 0.0 -0.2 0.1 0.22
H 0.542 4.720 -4.022 -0.1 0.0 -0.2 0.34
H 1.400 3.806 -2.838 0.2 -0.3 -0.1 0.04
H -0.635 2.689 -4.469 -0.1 -0.1 -0.1 0.16
C 5.871 -3.416 0.612 0.9 -1.4 0.8 -0.78
O 5.279 -3.575 1.893 0.4 1.5 0.2 -0.68
H 6.390 -4.369 0.514 0.3 -0.1 -1.0 0.34
H 5.138 -3.331 -0.191 0.1 0.5 0.0 0.17
H 6.668 -2.674 0.644 -0.5 0.4 -0.1 0.33
H 4.647 -4.279 1.731 -0.8 -0.6 -0.1 0.44
C -2.524 1.443 1.740 1.1 0.2 0.0 -0.53
O -1.384 0.895 1.031 -0.1 -0.3 1.0 0.26
C -1.696 0.554 -0.301 -1.3 -0.6 -0.3 -0.75
C -0.709 -0.293 -1.131 0.8 1.9 0.9 0.87
N 0.366 0.528 -1.724 -0.1 -0.9 -0.8 1.18
C 1.289 1.212 -0.849 -1.1 1.8 -0.4 0.28
C 1.961 0.322 0.095 1.6 -0.3 0.3 0.47
O 3.204 0.927 0.486 -0.5 0.7 0.3 0.11
C 4.074 0.104 1.258 -0.8 -0.4 -1.2 -0.28
H -3.466 1.069 1.341 0.0 -0.2 0.2 0.19
H -2.527 2.533 1.745 0.0 0.3 -0.8 0.37
H -2.398 1.272 2.810 -0.1 -0.8 0.0 -0.07
H -2.040 1.485 -0.751 0.4 0.1 -0.9 0.47
H -2.584 -0.077 -0.346 -0.6 -0.1 0.5 0.06
H -1.284 -0.804 -1.903 0.0 0.3 -0.2 -1.10
H -0.254 -1.090 -0.542 0.0 0.0 0.3 -0.24
H -0.006 1.296 -2.265 -0.6 -0.3 -0.5 -0.04
H 0.738 2.034 -0.391 0.0 0.1 0.8 0.08
H 1.997 1.753 -1.476 0.4 -0.4 -0.2 -0.31
H 2.195 -0.545 -0.524 0.1 -0.7 0.3 -0.48
H 1.302 0.082 0.930 0.2 -0.2 0.3 -0.41
H 4.036 -0.843 0.721 0.4 -0.6 0.4 0.07
H 3.748 -0.037 2.288 0.1 0.1 0.1 -0.26
H 5.089 0.488 1.154 -0.1 0.2 0.3 0.31
C -1.057 -4.042 3.628 0.7 0.7 -0.3 -0.45
O -0.671 -2.810 4.255 -0.1 -0.7 0.8 -0.49
C -0.968 -1.586 3.622 0.0 0.2 -0.8 0.47
C 0.107 -0.543 4.094 -1.1 -1.3 0.0 -0.96
N 0.063 -0.295 5.515 -0.2 0.3 0.3 -0.20
C -1.084 0.448 6.021 -0.1 -0.4 0.5 -0.11
C -0.924 0.476 7.565 -1.4 0.4 -0.3 -0.76
O -1.020 -0.848 8.127 0.8 0.8 -0.1 -0.31
C -0.726 -0.975 9.541 -0.3 -1.0 -1.7 -0.82
H -0.712 -4.900 4.205 0.3 0.4 0.4 0.34
H -0.505 -4.042 2.688 -0.5 -0.4 -0.5 -0.20
H -2.123 -4.232 3.503 -0.2 0.6 -0.2 0.34
H -2.023 -1.344 3.742 -0.2 0.5 0.9 0.59
H -0.982 -1.670 2.535 0.8 -0.2 -0.5 -0.29
H 0.068 0.398 3.544 0.0 -0.1 -0.2 -0.09
H 1.051 -1.069 3.952 0.2 0.3 -0.5 0.29
H -0.067 -1.198 5.949 0.6 -0.4 0.3 0.40
H -1.988 -0.022 5.634 -0.5 -0.2 0.7 0.41
H -1.181 1.457 5.621 0.6 0.3 0.2 -0.05
H -1.707 1.093 8.006 -0.5 0.0 -0.1 0.43
H -0.041 1.078 7.780 0.8 -0.8 0.2 0.39
H -1.542 -0.568 10.138 0.4 0.5 0.2 0.28
H 0.301 -0.682 9.760 -0.2 0.6 0.2 0.32
H -0.749 -2.056 9.673 0.0 0.0 0.2 0.25
C -1.456 -7.589 1.479 -0.7 -0.7 -0.2 -0.79
O -2.134 -6.370 1.246 1.0 0.8 0.4 -0.36
C -1.611 -5.725 0.091 -0.4 0.7 -0.4 -0.50
C -2.260 -4.336 -0.190 -0.2 -1.8 0.6 1.21
N -3.695 -4.476 -0.330 0.0 0.1 -0.8 -0.37
C -4.353 -3.236 -0.743 0.2 -0.5 1.4 0.12
C -4.414 -2.279 0.440 -1.9 0.6 0.2 0.90
O -5.386 -2.733 1.431 0.9 0.6 0.4 -0.61
C -5.612 -1.768 2.493 -0.7 -1.1 -0.3 -0.46
H -0.373 -7.570 1.357 0.2 0.5 0.0 0.20
H -1.848 -8.330 0.782 0.1 -0.2 -0.3 0.38
H -1.681 -8.002 2.462 -0.1 0.5 0.2 0.29
H -1.732 -6.438 -0.726 -0.4 0.2 -0.6 0.63
H -0.540 -5.522 0.097 0.4 -0.2 0.8 -0.08
H -1.825 -3.992 -1.128 0.0 0.2 0.0 -0.42
H -2.027 -3.643 0.619 0.6 0.1 0.0 -0.48
H -4.112 -4.662 0.572 0.1 -0.6 0.2 0.42
H -5.353 -3.577 -1.014 -0.2 0.7 -0.4 0.37
H -3.806 -2.739 -1.544 -0.2 -0.2 -0.2 -0.55
H -4.846 -1.339 0.097 0.4 0.5 -0.2 -0.08
H -3.436 -2.119 0.892 0.1 0.1 0.1 -0.28
H -6.199 -0.911 2.161 0.4 0.3 -0.4 0.25
H -4.740 -1.470 3.075 0.4 0.0 -0.4 0.01
H -6.278 -2.249 3.210 0.1 -0.3 -0.1 0.36
C -8.820 2.968 -5.210 0.8 0.0 1.8 -0.80
O -8.588 2.137 -4.015 -1.1 -0.8 -2.6 -0.22
C -8.818 0.751 -4.406 -0.2 0.6 1.1 -0.58
C -8.739 -0.131 -3.166 0.0 0.8 1.1 -0.83
N -7.825 0.469 -2.171 0.1 -1.1 -0.3 -0.27
C -6.398 0.398 -2.502 -0.7 0.8 0.2 0.10
C -5.696 1.499 -1.716 -0.5 0.7 -0.3 -0.53
O -6.364 2.726 -2.008 0.0 0.9 0.2 -0.24
C -5.851 3.867 -1.294 1.4 -1.6 -0.3 -0.87
H -9.825 2.929 -5.632 0.0 -0.8 -0.1 0.32
H -8.014 2.734 -5.906 -0.3 0.1 -0.4 0.28
H -8.740 4.005 -4.886 0.4 0.0 0.1 0.26
H -8.118 0.316 -5.120 0.6 0.7 -0.4 0.26
H -9.797 0.631 -4.870 -0.2 0.1 0.0 0.52
H -8.523 -1.145 -3.502 0.4 -0.4 0.0 0.28
H -9.693 -0.197 -2.641 -0.2 0.2 -0.2 0.48
H -7.862 -0.070 -1.318 -0.7 0.0 0.2 0.35
H -6.286 0.590 -3.569 0.2 -0.1 0.0 -0.28
H -6.004 -0.581 -2.227 0.4 0.0 -0.3 0.46
H -4.644 1.523 -1.998 0.3 0.2 0.0 0.12
H -5.758 1.335 -0.641 0.0 -0.3 0.3 0.33
H -5.725 3.631 -0.238 -0.5 0.1 0.4 0.29
H -6.361 4.819 -1.445 -0.5 -0.6 -0.2 0.26
H -4.816 3.984 -1.616 0.3 0.4 -0.2 0.33
C -0.872 5.968 -1.556 -0.3 0.6 0.1 -0.57
O -0.869 6.080 -0.141 0.4 0.4 0.7 -0.34
C 0.425 6.314 0.463 0.3 -0.5 -1.5 -1.09
C 1.306 5.022 0.452 -1.0 1.5 0.5 1.62
N 2.602 5.333 1.026 0.6 -1.1 -0.3 -0.40
C 3.390 4.086 1.103 0.1 0.3 0.8 0.56
C 4.815 4.283 1.597 -0.2 -0.2 0.1 -1.08
O 4.916 4.718 2.987 -1.5 -0.1 -1.8 -0.35
C 6.167 5.183 3.293 1.6 1.2 0.8 -1.00
H -0.301 6.750 -2.057 1.1 -0.2 0.2 0.35
H -1.837 6.272 -1.961 -0.6 -0.6 0.6 0.42
H -0.631 4.957 -1.884 0.1 0.1 -0.1 -0.05
H 0.365 6.755 1.458 -0.8 -0.6 0.3 0.37
H 0.911 7.144 -0.051 0.3 -0.2 -0.6 0.42
H 1.423 4.592 -0.543 0.2 0.4 -0.2 -0.51
H 0.725 4.270 0.985 0.0 -0.3 0.4 -0.40
H 2.516 5.707 1.960 -0.2 0.1 0.2 0.36
H 3.428 3.657 0.102 0.2 0.0 0.0 -0.17
H 2.937 3.317 1.728 -0.4 -0.1 0.1 -0.10
H 5.252 4.964 0.866 0.5 0.5 0.5 0.53
H 5.352 3.336 1.546 0.0 -0.2 -0.2 0.34
H 6.506 6.020 2.683 -0.1 -0.1 -0.7 0.39
H 6.949 4.423 3.295 0.0 -0.3 -0.1 0.36
H 6.175 5.657 4.274 -0.4 -0.4 0.3 0.31
C 2.766 4.394 -7.887 1.1 -0.3 0.7 -0.82
O 3.430 3.306 -7.219 -1.1 0.1 0.4 -0.18
C 4.440 2.642 -7.930 0.0 -0.7 -0.4 -0.96
C 5.196 1.606 -7.036 0.1 0.8 -0.2 -0.03
N 6.198 2.313 -6.249 1.3 -0.5 1.0 -0.48
C 7.190 1.458 -5.511 -1.3 -0.7 0.5 -0.75
C 6.461 0.615 -4.345 0.6 1.4 -1.8 -0.46
O 5.572 1.548 -3.749 -0.7 -0.5 0.5 -0.41
C 4.905 1.115 -2.546 1.3 -0.9 -0.2 -0.93
H 3.411 5.270 -7.838 0.2 0.2 -0.2 0.35
H 1.886 4.654 -7.299 -0.1 -0.3 -0.2 0.19
H 2.536 4.200 -8.935 -0.2 -0.3 0.0 0.33
H 5.056 3.402 -8.412 0.9 -0.1 0.4 0.43
H 4.049 2.102 -8.792 -0.6 -0.3 -0.1 0.42
H 5.613 0.806 -7.648 0.2 0.2 -0.2 0.43
H 4.584 1.128 -6.273 -1.1 -0.2 -0.6 -0.05
H 5.613 2.544 -5.458 0.1 1.3 0.2 0.46
H 7.959 2.101 -5.082 -0.1 0.1 0.0 0.34
H 7.663 0.728 -6.168 0.1 0.1 -0.2 0.35
H 7.184 0.149 -3.675 0.1 0.3 0.4 0.45
H 5.969 -0.194 -4.884 -0.6 -0.2 0.3 0.28
H 4.124 1.791 -2.199 0.4 0.2 -0.3 0.09
H 5.701 0.972 -1.815 -0.1 0.5 0.6 0.51
H 4.503 0.104 -2.609 -0.5 -0.1 -0.6 0.43
C 5.115 -7.874 -1.091 1.0 0.8 0.1 -0.75
O 4.147 -7.583 -0.134 -1.8 -0.3 -0.8 -0.34
C 4.572 -7.286 1.148 0.3 -0.3 0.9 -0.70
C 3.469 -6.540 1.893 0.8 0.0 -0.4 -0.64
N 3.273 -5.246 1.234 -1.2 -0.5 0.4 -0.35
C 2.345 -4.462 2.070 0.6 1.2 -1.1 -1.68
C 2.003 -3.092 1.396 -1.7 -0.8 1.1 0.70
O 0.943 -3.131 0.409 1.1 -0.4 0.9 1.79
C 1.441 -3.566 -0.814 -0.7 0.0 -1.1 -1.02
H 5.676 -6.952 -1.246 0.4 0.1 -0.3 0.29
H 4.695 -8.147 -2.059 -0.4 -0.1 0.4 0.24
H 5.825 -8.632 -0.761 0.0 -0.3 0.1 0.31
H 5.487 -6.693 1.127 0.1 0.4 0.0 0.29
H 4.836 -8.207 1.669 0.0 -0.3 0.3 0.48
H 3.738 -6.348 2.932 0.3 -0.1 0.0 0.48
H 2.536 -7.104 1.913 -0.1 -0.3 -0.1 0.28
H 2.707 -5.480 0.431 0.6 0.0 -0.5 0.34
H 2.910 -4.213 2.969 -0.3 0.0 0.4 0.59
H 1.468 -5.070 2.292 -0.3 0.3 0.3 0.68
H 2.910 -2.609 1.034 -0.1 0.0 -0.1 -0.52
H 1.502 -2.509 2.169 0.6 0.3 0.2 -0.30
H 2.108 -2.821 -1.248 0.3 -0.1 -0.1 0.11
H 0.585 -3.661 -1.482 0.0 0.1 -0.2 -0.42
H 1.910 -4.550 -0.788 0.1 0.1 0.0 0.48

50
Properties=species:S:1:pos:R:3:forces:R:3:mulliken_charge:R:1 method="wB97M-V/def2-TZVPD" multiplicity=2 e_above_lowest_ev=2.160 homo_ev="-14.35 / -14.35" homo_lumo_gap_ev="5.884 / 6.032" total_charge=+2 s_squared=0.839 total_energy_ev=-52552.850
Ru -0.075 -0.514 -1.051 -0.6 0.0 0.3 0.14
C -1.169 -1.613 -6.211 0.0 0.0 0.0 -0.86
S -0.622 -2.980 -5.173 0.1 0.1 0.2 0.10
C -0.506 -2.258 -3.639 0.1 0.2 0.1 0.45
S -0.903 -0.621 -3.232 -0.1 0.1 -0.1 -0.10
N -0.101 -3.051 -2.628 -0.2 -0.2 -0.1 -1.25
N -0.222 -2.404 -1.516 0.9 0.3 0.0 0.99
C 0.197 -2.598 -0.271 -0.1 -0.3 0.1 -0.45
C -0.891 -2.271 0.702 1.1 -0.5 -0.4 0.78
C -1.128 -2.978 1.859 -0.6 0.5 0.1 -0.64
C -2.274 -2.596 2.556 0.0 0.0 0.0 -0.28
C -3.061 -1.557 2.071 -0.1 0.0 0.0 -0.75
C -2.695 -0.874 0.918 -0.1 -0.1 -0.1 -0.50
N -1.608 -1.234 0.233 0.0 0.1 0.4 -0.07
H -0.948 -1.922 -7.231 0.0 0.0 0.0 0.37
H -0.616 -0.704 -5.987 0.0 0.0 0.0 0.33
H -2.241 -1.459 -6.101 0.0 0.0 0.0 0.35
H 1.069 -3.203 -0.037 -0.2 -0.2 0.0 0.55
H -0.476 -3.775 2.182 0.0 0.0 0.0 0.50
H -2.563 -3.105 3.465 0.0 0.0 0.0 0.47
H -3.966 -1.269 2.586 0.0 0.0 0.0 0.47
H -3.289 -0.057 0.532 0.0 0.0 0.0 0.61
C 0.387 0.270 2.066 -0.1 -0.2 -0.1 -0.80
N 0.518 1.259 3.095 0.0 0.0 0.0 0.13
C -0.562 2.239 2.964 0.0 0.0 0.1 -0.72
N -0.500 2.917 1.668 0.0 0.0 0.0 0.10
C -0.638 1.945 0.620 -0.1 0.0 -0.1 -0.64
N 0.434 0.867 0.669 0.0 0.4 -0.2 0.90
C 1.754 1.624 0.605 0.0 0.0 -0.1 -1.02
N 1.884 2.600 1.649 0.0 0.1 0.0 0.22
C 1.804 1.946 2.953 0.0 0.0 0.0 -0.69
C 0.803 3.579 1.540 0.0 0.0 0.0 -0.71
H -0.567 -0.240 2.197 0.1 0.0 0.0 0.14
H 1.208 -0.448 2.130 0.0 0.0 0.0 0.38
H -0.474 2.978 3.760 0.0 0.0 0.0 0.35
H -1.526 1.736 3.066 0.0 0.0 0.0 0.35
H -0.552 2.445 -0.350 0.0 0.0 0.0 0.40
H -1.615 1.463 0.693 0.1 0.0 0.0 0.16
H 1.813 2.111 -0.368 0.0 -0.1 0.1 0.33
H 2.549 0.885 0.689 0.0 0.1 0.0 0.25
H 1.905 2.691 3.741 0.0 0.0 0.0 0.35
H 2.615 1.221 3.052 0.0 0.0 0.0 0.34
H 0.859 4.084 0.575 0.0 0.0 0.0 0.34
H 0.905 4.322 2.329 0.0 0.0 0.0 0.35
N 2.965 0.522 -1.749 0.0 -0.2 -0.1 -0.67
N 1.744 -0.088 -2.221 -0.1 -0.2 -0.3 -0.21
H 3.559 0.715 -2.552 0.0 -0.1 0.0 0.27
H 3.456 -0.152 -1.171 0.0 0.0 0.0 0.23
H 1.951 -0.966 -2.706 0.0 0.0 0.0 0.31
H 1.410 0.517 -2.971 0.0 0.1 0.1 0.37

41
Properties=species:S:1:pos:R:3:forces:R:3:mulliken_charge:R:1 method="wB97M-V/def2-TZVPD" e_above_lowest_ev=0.112 homo_ev=-9.26 homo_lumo_gap_ev=9.981 total_charge=0 total_energy_ev=-25111.451 smiles="CCO[C@H]1OC(C(=O)O)=C[C@@H](C2CC2)[C@@H]1CCCO"
C -1.394 -3.500 1.684 0.3 0.4 0.0 -1.31
C -0.251 -2.500 1.720 0.1 -0.3 0.1 -0.17
O -0.707 -1.283 1.146 0.0 0.0 -0.1 -0.22
C 0.254 -0.275 1.089 -0.4 0.5 0.7 -0.87
O 1.335 -0.651 0.262 0.2 0.0 -0.3 -0.36
C 1.045 -0.657 -1.079 -0.5 0.3 -0.1 0.28
C 1.995 -1.434 -1.906 0.0 -0.2 -0.7 0.19
O 1.889 -1.594 -3.096 0.0 0.0 0.2 -0.60
O 3.010 -1.932 -1.191 0.3 -0.1 0.5 -0.41
C 0.034 0.019 -1.628 0.4 -0.2 0.2 -0.80
C -0.902 0.872 -0.837 -0.2 -0.2 0.3 0.36
C -2.306 0.296 -0.933 0.1 0.1 -0.1 -0.50
C -3.488 1.210 -0.815 -0.1 0.0 0.2 -0.60
C -3.148 0.588 -2.136 0.0 -0.1 -0.1 -0.63
C -0.450 1.009 0.632 0.2 -0.1 0.0 0.69
C 0.373 2.281 0.893 0.0 -0.1 -0.1 -1.70
C 1.730 2.389 0.184 0.0 0.0 0.2 -0.42
C 2.920 1.839 1.003 -0.2 0.1 0.0 -0.66
O 3.744 0.965 0.278 0.3 -0.3 -0.3 -0.66
H -1.694 -3.684 0.656 0.0 -0.1 -0.1 0.30
H -1.079 -4.435 2.137 0.0 -0.1 0.0 0.43
H -2.248 -3.106 2.230 -0.1 0.0 0.1 0.31
H 0.611 -2.879 1.157 -0.1 0.1 0.1 0.25
H 0.070 -2.311 2.756 0.0 0.0 -0.1 0.28
H 0.717 -0.137 2.082 -0.1 -0.1 -0.2 0.52
H 3.628 -2.405 -1.771 -0.3 0.1 -0.1 0.37
H -0.123 -0.064 -2.691 0.1 -0.1 -0.1 0.45
H -0.917 1.869 -1.293 0.0 0.0 0.0 0.59
H -2.387 -0.686 -0.485 -0.1 0.0 0.0 0.49
H -3.305 2.267 -0.690 0.1 0.1 0.0 0.21
H -4.361 0.857 -0.288 -0.1 -0.1 0.0 0.29
H -3.788 -0.191 -2.520 -0.1 -0.1 0.0 0.30
H -2.735 1.226 -2.904 0.1 0.1 0.0 0.25
H -1.351 1.079 1.250 0.1 0.0 0.0 0.49
H 0.527 2.382 1.970 0.0 0.1 0.1 0.61
H -0.251 3.123 0.582 -0.1 0.0 0.1 0.48
H 1.698 1.868 -0.773 0.1 0.1 0.0 0.23
H 1.918 3.441 -0.037 0.0 0.0 -0.1 0.53
H 2.554 1.347 1.914 0.0 0.1 0.0 0.22
H 3.573 2.661 1.309 -0.1 -0.1 0.1 0.40
H 3.261 0.138 0.139 0.1 0.1 0.1 0.41